# 1
The following is a quantum chemistry calculation of a single C18H16N2O3S molecule in a non-equilibrium geometry, from the OMol25 dataset.

Structure (XYZ):
```
40
Properties=species:S:1:pos:R:3:nbo_charge:R:1
C -1.45229 4.25382 -0.86195 -0.73
C -2.82844 3.64770 -0.73069 0.69
O -3.85440 4.23888 -0.98735 -0.61
N -2.86347 2.35351 -0.30501 -0.64
C -1.75538 1.52762 -0.00843 0.14
C -1.42638 0.49135 -0.84682 -0.20
C -0.32193 -0.31998 -0.58397 -0.23
C 0.48191 -0.08957 0.50879 0.16
C 0.15985 0.95949 1.41860 -0.01
C 0.92571 1.24408 2.56981 -0.20
C 0.56353 2.23558 3.43899 -0.21
C -0.59946 2.98387 3.21322 -0.21
C -1.35557 2.74961 2.10002 -0.18
C -0.99001 1.75695 1.16528 -0.08
H -2.25987 3.31379 1.92671 0.23
H -0.89157 3.74381 3.92223 0.22
H 1.16713 2.43876 4.31084 0.22
H 1.82019 0.67373 2.77635 0.20
N 1.58048 -0.91581 0.70819 -0.86
S 2.55827 -1.41869 -0.57354 2.30
O 2.51921 -0.46332 -1.63868 -0.92
O 3.81255 -1.72651 0.04596 -0.93
C 1.77501 -2.93610 -1.09643 -0.26
C 1.38721 -3.08561 -2.41314 -0.22
C 0.79330 -4.27329 -2.80951 -0.21
C 0.59986 -5.28883 -1.88616 -0.18
C 0.99932 -5.12680 -0.56804 -0.21
C 1.59427 -3.94159 -0.16797 -0.20
H 1.92473 -3.78658 0.84639 0.23
H 0.84901 -5.92317 0.14473 0.22
H 0.13737 -6.21399 -2.19592 0.22
H 0.48493 -4.40629 -3.83522 0.22
H 1.55715 -2.27182 -3.10092 0.25
H 2.13690 -0.73431 1.52841 0.42
H -0.07887 -1.12458 -1.25770 0.22
H -2.02427 0.30525 -1.72657 0.22
H -3.77232 1.91179 -0.35827 0.41
H -1.05072 4.49484 0.11975 0.24
H -0.77498 3.55496 -1.34723 0.23
H -1.52795 5.16745 -1.44476 0.24
```

Its HOMO-LUMO gap is 0.3045 hartree. As for the structure (SMILES): CC(=O)Nc1ccc(NS(=O)(=O)c2ccccc2)c2ccccc12. As for the energy above the lowest of the compared OMol25 structures with the same formula, charge and spin: 142.5 kJ/mol. The multiplicity is 1. As for the total charge: 0.

***

# 2
The following is a quantum chemistry calculation of a molecular structure, C28H88BInO24 in a non-equilibrium geometry, from the OMol25 dataset.

Structure (XYZ):
```
142
Properties=species:S:1:pos:R:3:mulliken_charge:R:1
In 0.61686 0.05626 3.57064 1.21
B -0.10974 -0.20396 0.44435 4.37
H 0.08147 -1.15520 0.91638 -0.79
H 0.73456 0.39520 0.74835 -1.45
H -0.17251 -0.25724 -0.63150 0.50
H -1.00023 0.24113 0.86050 0.00
C -1.07689 -2.54353 -3.11503 -1.02
C -0.54551 -3.18961 -1.78089 -0.31
O 0.47814 -2.40661 -1.30018 0.44
H -1.57756 -1.59162 -2.93814 0.06
H -1.87287 -3.14863 -3.54907 0.51
H -0.21979 -2.33729 -3.75608 0.10
H -0.14150 -4.20079 -1.82996 0.51
H -1.36221 -3.25804 -1.06227 0.18
H 0.12804 -1.66456 -0.80180 -1.18
C 3.40122 -2.73678 -4.93958 -1.47
C 2.46293 -1.67818 -5.34051 0.73
O 3.18243 -0.47227 -5.60651 -0.55
H 4.03722 -3.10678 -5.74376 0.40
H 2.80761 -3.57023 -4.56394 0.36
H 4.02734 -2.59652 -4.05844 0.27
H 1.75800 -1.40836 -4.55414 -0.25
H 1.92221 -2.01221 -6.22603 0.42
H 2.55727 0.24249 -5.46544 0.35
C -0.18193 1.18685 -6.33335 -0.70
C 1.11176 2.00789 -6.53289 -0.40
O 1.82787 1.94389 -5.30411 -0.50
H 0.10031 0.15632 -6.54888 0.25
H -0.90291 1.61285 -7.03107 0.41
H -0.64700 1.19195 -5.34757 0.00
H 0.69902 3.01181 -6.63230 0.43
H 1.61268 1.74506 -7.46462 0.35
H 1.36775 2.57496 -4.74586 0.24
C 4.32819 -5.62101 -0.97620 -1.60
C 3.53315 -4.34499 -0.83195 1.27
O 2.41805 -4.45610 -1.68849 -0.53
H 4.59667 -6.03656 -1.94747 0.37
H 3.80996 -6.40323 -0.42154 0.34
H 5.27557 -5.38629 -0.49092 0.40
H 4.14548 -3.52194 -1.20037 0.04
H 3.24287 -4.19398 0.20777 -0.65
H 1.75290 -3.88646 -1.29519 0.27
C -6.40788 -2.92354 -2.54432 -0.65
C -5.98520 -1.72911 -1.74881 -0.23
O -5.04933 -2.10993 -0.80983 -0.51
O -7.31751 -3.74228 -1.86984 -0.52
H -5.58462 -3.52902 -2.92346 0.28
H -6.91704 -2.65748 -3.47064 0.35
H -6.93845 -1.33931 -1.39179 0.31
H -5.59196 -0.95880 -2.41220 0.31
H -4.58083 -1.35704 -0.44206 0.15
H -7.03812 -3.80160 -0.95331 0.32
C 1.42369 4.86112 -2.67566 -0.39
C 0.07403 4.39058 -3.22460 -0.57
O 0.21889 2.95883 -3.47180 -0.15
O 1.69463 4.36366 -1.42163 -0.36
H 1.43689 5.95075 -2.65051 0.42
H 2.22023 4.62226 -3.38032 0.31
H -0.14129 4.75157 -4.23029 0.40
H -0.74741 4.69959 -2.57819 0.28
H -0.10360 2.51655 -2.68314 0.19
H 1.73100 3.40574 -1.47330 0.18
C 2.12076 -3.59995 2.62259 0.04
C 1.30418 -4.85058 2.35243 -0.50
O -0.08689 -4.44642 2.22852 -0.55
O 1.79970 -2.89979 3.80071 -0.39
H 1.93748 -2.87229 1.83200 -0.35
H 3.17821 -3.86133 2.58303 0.46
H 1.32348 -5.57549 3.16620 0.36
H 1.58887 -5.32671 1.41416 0.33
H -0.53165 -5.08114 1.66202 0.24
H 1.75756 -3.55633 4.49983 0.28
C 0.48789 3.39957 1.75965 -0.09
C 2.04102 3.55171 2.09317 -1.05
O 2.61254 2.30957 2.56530 -0.25
O -0.22365 2.90139 2.83178 -0.27
H 0.34622 2.69314 0.94174 -0.22
H 0.19444 4.40781 1.46733 0.54
H 2.22727 4.38152 2.77496 0.43
H 2.59475 3.78314 1.18326 0.58
H 3.55968 2.45489 2.50677 0.20
H -0.81122 3.56607 3.19862 0.18
C -2.51151 2.13032 -1.62168 -0.83
C -3.34677 1.46138 -0.47300 -0.12
O -3.02773 0.03859 -0.21693 0.40
O -1.16135 2.28729 -1.22577 -0.74
H -3.05669 3.02495 -1.92259 0.60
H -2.62818 1.49038 -2.49630 0.24
H -4.37429 1.45794 -0.83671 0.65
H -3.38387 2.07303 0.42844 -0.23
H -2.18363 0.00676 0.23923 -1.01
H -0.86876 1.45394 -0.84958 -0.17
C 0.99748 3.12913 5.91880 -0.38
C -0.42508 2.72262 6.40360 -0.68
O -1.15845 2.02586 5.41475 -0.23
O 1.86733 2.06057 5.47426 -0.26
H 1.38668 3.74830 6.72705 0.46
H 0.87864 3.75095 5.03149 0.08
H -0.99779 3.63149 6.58818 0.39
H -0.46386 2.21494 7.36737 0.42
H -2.03844 1.89705 5.77617 0.19
H 2.76369 2.35982 5.64333 0.25
C -5.02253 2.97000 2.58229 -0.34
C -5.91569 3.72289 3.60378 -0.62
O -5.38023 5.01307 3.78349 -0.52
O -3.80018 2.79001 3.16378 -0.42
H -4.92193 3.50133 1.63590 0.39
H -5.43318 1.98956 2.34102 0.23
H -5.86632 3.26201 4.59032 0.29
H -6.86636 3.90367 3.10214 0.40
H -5.43691 5.52338 2.97234 0.31
H -3.43188 3.62302 3.46719 0.24
C -2.49520 -2.04808 2.46766 -0.01
C -3.23841 -0.79981 3.00202 -0.70
O -2.41536 0.30222 3.03119 0.03
O -1.32930 -2.31404 3.23973 -0.34
H -2.36911 -2.06803 1.38516 -0.36
H -3.03891 -2.94718 2.75768 0.63
H -3.56920 -1.01813 4.01741 0.53
H -4.06496 -0.73619 2.29429 0.32
H -3.02775 1.03996 3.07933 -0.20
H -1.03867 -3.19838 3.00506 0.40
C 4.45142 -0.82414 3.70132 -0.74
C 4.37763 -0.47590 2.12251 -0.46
O 3.03898 -0.58409 1.68089 0.47
O 3.57004 0.00117 4.39028 -0.24
H 5.44811 -0.66256 4.11193 0.52
H 4.25602 -1.87808 3.89907 0.24
H 4.99178 -1.14385 1.51856 0.48
H 4.79605 0.51868 1.96813 0.26
H 3.06405 -0.78646 0.74280 -0.56
H 3.87178 -0.17025 5.28537 0.28
C 3.65423 -0.19172 -1.62779 -0.83
C 2.63914 0.85528 -2.08498 -0.55
O 2.09306 1.56210 -1.00694 0.16
O 2.99502 -1.15488 -0.86318 -0.05
H 4.40295 0.19794 -0.93810 0.41
H 4.08931 -0.75093 -2.45609 0.21
H 1.80744 0.32183 -2.54521 0.26
H 3.13406 1.51237 -2.80009 0.47
H 1.46286 1.00918 -0.53926 -1.09
H 2.22703 -1.56126 -1.27140 0.02
```

Its HOMO-LUMO gap is 0.0562 hartree. The multiplicity is 1. As for the total charge: +2.

***

# 3
The following is a quantum chemistry calculation of 7 unconnected molecules or ions with the total composition H14O7 in a non-equilibrium geometry, from the OMol25 dataset.

Structure (XYZ):
```
21
Properties=species:S:1:pos:R:3:nbo_charge:R:1
O 3.32457 -0.59890 -0.33629 -0.97
H 2.87257 -1.47790 -0.23329 0.48
H 4.36957 -0.73990 -0.50829 0.51
O 0.88357 0.64610 -0.23629 -1.04
H 1.66257 -0.07290 -0.09329 0.49
H 0.18357 0.68410 0.53671 0.48
O -0.67143 0.93510 1.86971 -0.88
H -0.26143 1.65910 2.20471 0.49
H -1.11943 1.41810 1.27171 0.50
O -2.52943 1.34410 -0.26529 -0.97
H -2.43043 0.96210 -1.11929 0.49
H -3.08643 0.72810 0.25971 0.48
O -0.55343 -1.94190 -1.64329 -0.93
H 0.14457 -1.84990 -0.99229 0.46
H -0.36943 -2.80190 -2.00129 0.46
O 0.13457 1.30810 -3.20429 -0.93
H 0.84357 0.62510 -3.20529 0.47
H 0.04157 1.52010 -2.36529 0.46
O -1.01943 -0.79690 3.78071 -1.00
H -1.56343 -1.50890 3.28671 0.45
H -0.85643 -0.04090 2.99371 0.49
```

Its HOMO-LUMO gap is 0.3787 hartree. As for the structure (SMILES): O.O.O.O.O.O.O. As for the energy above the lowest of the compared OMol25 structures with the same formula, charge and spin: 379.6 kJ/mol. The multiplicity is 1. As for the total charge: 0.

***

# 4
The following is a quantum chemistry calculation of 6 unconnected molecules or ions with the total composition C5H23NO6 in a non-equilibrium geometry, from the OMol25 dataset.

Structure (XYZ):
```
35
Properties=species:S:1:pos:R:3:nbo_charge:R:1
C 1.92541 1.20269 0.40422 -0.47
C 1.71740 -0.34094 0.51723 0.10
C 2.42041 -0.93877 1.73159 -0.65
O 2.31516 -1.02502 -0.62062 -0.79
C 0.79042 1.87129 -0.30507 -0.22
N -0.54646 2.07871 0.35381 -0.61
C -0.48380 2.95354 1.55338 -0.44
H 2.81795 1.58293 -0.12525 0.23
H 1.89119 1.56976 1.45811 0.21
H 0.72351 -0.76255 0.34320 0.20
H 1.73531 -0.97376 2.59741 0.22
H 2.43730 -2.02657 1.53642 0.23
H 3.42262 -0.56390 2.01819 0.22
H 3.27434 -0.97049 -0.72860 0.48
H 1.01548 2.85360 -0.68296 0.19
H 0.46308 1.26522 -1.19537 0.19
H -0.74102 1.11964 0.64022 0.34
H 0.52863 3.14041 1.91435 0.16
H -1.04046 2.50608 2.35262 0.22
H -0.82144 3.92634 1.16834 0.19
H 1.49351 -1.35116 -3.62520 0.47
H 1.42792 -1.73030 -2.22587 0.49
O 0.96198 -1.93036 -3.06234 -0.97
H -1.19347 -1.93035 -2.36273 0.49
H -2.18120 -1.94828 -1.14058 0.47
O -2.02108 -2.30254 -2.02317 -0.96
H -0.41950 0.11980 -2.88104 0.47
H -1.97036 0.46228 -3.14969 0.48
O -1.06549 0.55809 -3.44412 -0.96
H -2.59755 -1.95411 2.79014 0.47
H -3.05317 -2.63185 1.54186 0.46
O -2.90299 -1.74320 1.90032 -0.94
H -2.82588 0.98166 3.04977 0.48
H -1.68275 0.83288 4.00091 0.47
O -1.92250 0.64151 3.08517 -0.93
```

Its HOMO-LUMO gap is 0.3367 hartree. As for the structure (SMILES): CNCC[C@H](C)O.O.O.O.O.O. As for the energy above the lowest of the compared OMol25 structures with the same formula, charge and spin: 195.0 kJ/mol. The multiplicity is 1. As for the total charge: 0.

***

| no. | lowest unoccupied orbital energy (eV) |
| --- | --- |
| 1 | 0.108 |
| 2 | -11.571 |
| 3 | -0.094 |
| 4 | 0.273 |